Formula: C21H33Cl2N4O3Y
Source: the Open Molecules 2025 dataset
Level of theory: ωB97M-V/def2-TZVPD

The geometry in XYZ format:
```
64
C21H33Cl2N4O3Y ωB97M-V/def2-TZVPD
O -1.6572 -2.0349 -3.0082
C -0.6436 -1.5037 -3.3883
C 0.7466 -2.0945 -3.5327
C 1.3737 -2.8425 -2.5248
H 1.1173 -2.6965 -1.4698
C 2.3014 -3.8010 -2.9050
H 2.7145 -4.5069 -2.1916
C 2.6857 -3.8918 -4.2566
H 3.3325 -4.7029 -4.5917
C 2.3065 -2.8874 -5.1572
H 2.6977 -2.8896 -6.1768
C 1.4141 -1.9096 -4.7480
H 1.1771 -1.0600 -5.3724
H -0.5982 -0.3633 -3.5179
C 0.7331 2.3972 -2.1588
C 1.6012 1.4951 -1.3750
H 1.2036 2.8230 -3.0419
H 0.4001 3.2426 -1.5307
H -0.1822 1.8878 -2.4976
C 2.6926 0.8660 -1.8056
C 3.8690 1.7011 -2.3019
H 2.9005 -0.2275 -1.7930
H 4.2679 1.3667 -3.2723
H 4.6929 1.6899 -1.5611
H 3.5285 2.7543 -2.3935
Y 0.5863 0.6387 0.5762
Cl 1.9789 -1.4286 0.9081
Cl 2.2422 2.4447 1.1380
C 1.2918 0.7969 3.5318
O 0.2059 0.8093 2.8923
N 1.4795 1.3991 4.6991
C 0.3603 2.1326 5.2883
C 2.8136 1.5259 5.2975
H 2.1607 0.2879 3.0719
H -0.4986 1.9781 4.6384
H 0.5927 3.1992 5.3724
H 0.1366 1.7641 6.2927
H 3.5302 1.0178 4.6424
H 2.8505 1.0684 6.2862
H 3.1014 2.5769 5.4051
H -3.7428 3.9141 0.6627
H -5.3214 2.2487 -0.7430
C -3.0794 3.7882 -0.2046
C -4.4822 2.1301 -1.4400
N -3.2370 2.4423 -0.7619
H -2.0433 3.9641 0.0976
C -2.3310 1.5029 -0.5476
O -1.3287 1.7410 0.1876
H -4.4273 1.0960 -1.7884
H -2.4738 0.5197 -1.0380
H -3.3750 4.5033 -0.9804
H -4.6085 2.8089 -2.2898
C -2.2755 -4.3947 2.6893
N -2.1614 -3.0432 2.1635
C -3.2000 -2.1130 2.1270
C -2.6640 -0.9735 1.5819
N -1.3310 -1.1869 1.2612
C -1.0511 -2.4369 1.6347
H -2.6277 -4.3668 3.7294
H -2.9968 -4.9796 2.1025
H -1.2926 -4.8835 2.6484
H -4.1937 -2.3358 2.4707
H -3.1734 -0.0267 1.4088
H -0.0898 -2.9417 1.5604
```

Its net charge is 0. Its molecular weight is 549.3 g mol⁻¹. The value obtained for the energy above the lowest of the compared OMol25 structures with the same formula, charge and spin is 314.25 kJ/mol. As for the spin multiplicity: 1. For the orbital gap, the calculation gives 5.5220 eV. The energy is -60504.961 eV.



Formula: C4H13N2O
Source: the Open Molecules 2025 dataset
Level of theory: ωB97M-V/def2-TZVPD

The geometry in XYZ format:
```
20
C4H13N2O ωB97M-V/def2-TZVPD
C 2.9942 -0.0826 -0.1404
C 1.6480 -2.0600 0.0300
N 1.7617 -0.8082 0.1942
H 3.4230 0.3427 0.7632
H 2.6872 0.7300 -0.7972
H 3.7012 -0.7194 -0.6556
H 2.5326 -2.5942 -0.3024
H 0.7229 -2.5830 0.2187
H 0.9053 -0.1597 0.4619
C -2.5899 0.9556 -0.1440
O -3.3735 0.4097 -1.1746
C -1.2382 0.2754 -0.1824
N -0.3518 0.7472 0.9338
H -2.4465 2.0372 -0.2377
H -3.0574 0.7602 0.8284
H -3.9969 1.0506 -1.5186
H -1.3833 -0.7993 -0.0729
H -0.7167 0.4649 -1.1194
H -0.5366 1.7297 1.1163
H -0.6854 0.3033 1.7988
```

Its net charge is +1. Its molecular weight is 105.2 g mol⁻¹. The value obtained for the energy above the lowest of the compared OMol25 structures with the same formula, charge and spin is 222.55 kJ/mol. As for the spin multiplicity: 1. For the orbital gap, the calculation gives 9.3995 eV. The energy is -9379.277 eV.